This record from the OMol25 dataset describes an isolated molecule of C8H8O4. The level of theory is ωB97M-V with the def2-TZVPD basis set.

Output
Molar mass (g mol⁻¹): 168.148
Structure (SMILES): OCOO[C@]1(O)[C@@]23C=C[C@]21C=C3
LUMO level (eV): 0.502
Energy (eV): -16605.70785
Frontier orbital gap (eV): 9.043
ΔE to the lowest compared entry with this formula, charge and spin (kcal per mole): 234.9

```
20
Properties=species:S:1:pos:R:3:forces:R:3:lowdin_charge:R:1
O -2.655998 1.026876 -0.692249 0.262 0.657 -1.103 -0.022
C -3.022542 -0.060268 0.048731 0.587 -1.573 -0.649 -0.271
O -1.914953 -0.919566 0.347442 0.478 0.214 0.363 -0.092
O -0.958160 -0.342422 1.259893 1.672 0.782 -0.592 -0.024
C 0.191909 0.338066 0.547507 -3.322 0.018 0.223 -0.388
O -0.094894 1.725148 0.543144 0.508 -1.174 -0.419 0.051
C 1.589311 -0.156162 0.775737 0.604 -0.268 -1.355 -0.049
C 2.569135 0.671462 -0.140983 -1.994 -0.267 1.434 0.028
C 1.733405 0.709966 -1.168158 1.454 2.614 -2.760 -0.053
C 0.685010 -0.210672 -0.736962 -0.807 -1.205 1.701 -0.100
C 0.979486 -1.731798 -0.591997 0.664 2.413 1.413 0.047
C 1.678149 -1.636902 0.522579 -3.168 3.190 -2.460 -0.001
H -1.806452 1.385130 -0.385349 -0.218 0.030 0.172 0.067
H -3.483548 -0.889840 -0.641947 -0.282 1.957 1.379 0.175
H -3.560653 0.350334 0.930900 0.049 -1.194 -0.168 0.138
H -0.159438 2.000673 1.457428 -0.034 0.122 0.457 0.123
H 3.422572 1.140036 0.288734 0.611 0.472 -0.452 0.093
H 1.643544 1.431516 -2.068989 0.492 -1.538 1.387 0.143
H 0.894464 -2.544664 -1.215426 -0.812 -1.379 -1.582 0.083
H 2.269659 -2.286916 0.919968 3.255 -3.869 3.012 0.050
```
Forces are in eV/Å.